Record 1
DFT (wB97M-V/def2-TZVPD) results for a molecular structure, C6H14N2O2Sn.

Summary:
**Energy above the lowest of the compared OMol25 structures with the same formula, charge and spin**: 45.0 kcal/mol
**Frontier orbital gap**: 0.1991 hartree
**Net charge**: +2

```
25
C6H14N2O2Sn, DFT wB97M-V/def2-TZVPD
Sn 1.020 0.058 1.427
C -2.506 3.075 -0.457
C -1.385 3.335 0.523
O -0.770 2.390 1.022
N -1.183 4.591 0.793
C -0.093 5.027 1.656
H -2.389 2.071 -0.864
H -2.572 3.848 -1.219
H -3.454 3.138 0.077
H -1.606 5.308 0.253
H -0.059 4.481 2.604
H -0.255 6.057 1.930
H 0.868 4.771 1.204
C 3.025 -3.800 -0.634
C 1.554 -3.522 -0.489
O 1.198 -2.583 0.224
N 0.770 -4.392 -1.121
C -0.668 -4.292 -0.957
H 3.458 -3.880 0.364
H 3.576 -2.928 -0.981
H 3.303 -4.696 -1.197
H 1.177 -5.245 -1.438
H -0.869 -4.418 0.100
H -1.202 -5.079 -1.483
H -0.939 -3.314 -1.339
```

Record 2
DFT (wB97M-V/def2-TZVPD) results for C6H14N2OS in the gas phase.

Summary:
**Energy above the lowest of the compared OMol25 structures with the same formula, charge and spin**: 102.6 kcal/mol
**Frontier orbital gap (spin up / spin down)**: 0.3469 / 0.3470 hartree
**SMILES**: CC(C)[S@]1(=O)=NC[C@@H](C)N1

```
24
C6H14N2OS, DFT wB97M-V/def2-TZVPD
C 0.722 -2.484 1.372
C 1.229 -1.015 1.126
C 2.009 -0.371 2.264
S -0.279 0.014 0.693
O -0.713 0.324 2.054
N -1.227 -0.672 -0.279
C -1.119 -0.320 -1.638
C -0.523 1.253 -1.752
C -1.700 2.261 -1.999
N 0.375 1.602 -0.653
H -0.277 -2.506 1.773
H 0.443 -3.070 0.468
H 1.413 -3.142 1.941
H 1.809 -1.095 0.216
H 2.840 -1.011 2.631
H 1.200 -0.165 3.037
H 2.232 0.716 1.932
H -2.201 -0.331 -2.026
H -0.408 -0.986 -2.310
H 0.129 1.334 -2.625
H -2.490 1.996 -1.229
H -2.178 2.013 -2.882
H -1.229 3.331 -2.016
H -0.058 2.325 -0.098
```

Record 3
DFT (wB97M-V/def2-TZVPD) results for C6H14N2S in the gas phase.

Summary:
**Energy above the lowest of the compared OMol25 structures with the same formula, charge and spin**: 99.6 kcal/mol
**Frontier orbital gap**: 0.3350 hartree
**SMILES**: C=[S@]1(=N)CCCCCN1

```
23
C6H14N2S, DFT wB97M-V/def2-TZVPD
C 2.889 -0.026 -1.463
S 1.614 -0.096 -0.384
N 1.827 -0.835 0.955
C 0.230 -1.272 -1.081
C -1.183 -0.772 -1.010
C -1.734 -0.648 0.475
C -1.894 0.702 1.084
C -0.403 1.309 1.314
N 0.481 1.441 0.169
H 3.796 0.401 -0.895
H 2.616 0.437 -2.403
H 2.706 -0.561 1.312
H 0.337 -2.057 -0.295
H 0.667 -1.399 -2.192
H -1.793 -1.514 -1.481
H -1.227 0.200 -1.582
H -1.017 -1.196 0.995
H -2.634 -1.157 0.527
H -2.631 1.473 0.724
H -2.324 0.565 2.092
H -0.527 2.357 1.792
H 0.163 0.752 2.026
H 0.039 1.896 -0.681
```

Record 4
DFT (wB97M-V/def2-TZVPD) results for a gas-phase ion, C6H14N3 (charge +1).

Summary:
**Energy above the lowest of the compared OMol25 structures with the same formula, charge and spin**: 90.6 kcal/mol
**Frontier orbital gap**: 0.3124 hartree
**SMILES**: CNNC/[NH+]=C\C1CC1
**Net charge**: +1

```
23
C6H14N3, DFT wB97M-V/def2-TZVPD
C 2.133 -1.362 0.317
N 1.791 -0.438 -0.808
N 2.122 0.935 -0.589
C 0.978 1.703 -0.479
N 0.136 1.441 0.752
C -1.036 0.811 0.841
C -1.562 0.010 -0.211
C -1.998 -1.359 0.401
C -2.939 -0.484 -0.320
H 3.198 -1.087 0.495
H 1.291 -1.181 1.091
H 2.050 -2.331 -0.054
H 2.041 -0.614 -1.845
H 2.946 1.310 -0.078
H 0.331 1.561 -1.417
H 1.338 2.630 -0.268
H 0.312 2.009 1.526
H -1.701 0.891 1.710
H -0.843 -0.005 -1.141
H -1.923 -1.493 1.507
H -1.597 -2.207 -0.191
H -3.318 -0.724 -1.431
H -3.750 -0.018 0.193
```

Record 5
DFT (wB97M-V/def2-TZVPD) results for a gas-phase ion, C6H14N3 (charge +1).

Summary:
**Energy above the lowest of the compared OMol25 structures with the same formula, charge and spin**: 49.8 kcal/mol
**Frontier orbital gap**: 0.3925 hartree
**SMILES**: CN[C@H](N)/C=C\C(C)=[NH2+]
**Net charge**: +1

```
23
C6H14N3, DFT wB97M-V/def2-TZVPD
C 0.190 1.927 0.577
N 0.460 0.677 -0.121
C 1.537 -0.205 0.309
N 2.421 -0.534 -0.824
C 0.940 -1.461 0.826
C -0.363 -1.610 0.618
C -1.197 -0.574 0.025
C -1.556 -0.679 -1.442
N -2.048 0.260 0.785
H -0.247 1.911 1.629
H 1.163 2.495 0.452
H -0.594 2.405 -0.150
H 0.591 1.089 -0.963
H 2.051 0.321 1.145
H 3.321 -0.751 -0.388
H 2.603 0.288 -1.437
H 1.604 -2.183 1.220
H -0.979 -2.473 0.815
H -2.519 -0.112 -1.637
H -1.665 -1.710 -1.741
H -0.807 -0.158 -2.050
H -2.047 0.190 1.864
H -2.859 0.888 0.488
```

Record 6
DFT (wB97M-V/def2-TZVPD) results for 2 unconnected molecules or ions with the total composition C6H14N3.

Summary:
**Energy above the lowest of the compared OMol25 structures with the same formula, charge and spin**: 43.0 kcal/mol
**Frontier orbital gap**: 0.3227 hartree
**Net charge**: +1

```
23
C6H14N3, DFT wB97M-V/def2-TZVPD
C -1.348 -0.467 2.244
C -0.016 0.843 -2.192
C 0.741 -0.198 -2.481
C 0.170 1.131 1.455
C -1.722 -1.957 2.391
C 2.008 -0.116 -3.223
N -2.028 0.580 2.473
N -0.037 -0.148 1.657
N 1.179 1.628 0.745
H 0.069 1.762 -2.872
H -0.934 0.696 -1.665
H 0.403 -1.159 -2.021
H -0.609 1.740 1.895
H -0.913 -2.648 2.682
H -2.024 -2.390 1.397
H -2.652 -2.209 3.083
H 2.498 0.864 -3.021
H 1.937 -0.083 -4.396
H 2.691 -1.001 -3.121
H -2.971 0.362 2.822
H 0.271 -0.755 0.941
H 1.377 2.568 0.802
H 1.911 0.957 0.407
```

Record 7
DFT (wB97M-V/def2-TZVPD) results for a gas-phase ion, C6H14N3S (charge +1).

Summary:
**Energy above the lowest of the compared OMol25 structures with the same formula, charge and spin**: 68.4 kcal/mol
**Frontier orbital gap**: 0.2462 hartree
**SMILES**: C=[NH+]CCN[C@@H]1CNCS1
**Net charge**: +1

```
24
C6H14N3S, DFT wB97M-V/def2-TZVPD
C -2.768 1.725 -0.828
N -2.037 1.099 0.028
C -2.400 -0.034 0.767
C -1.345 -1.185 0.250
N -0.004 -0.955 0.382
C 0.767 -0.136 -0.543
C 2.097 -0.925 -0.831
N 2.873 -0.675 0.377
C 3.067 0.727 0.500
S 1.293 1.397 0.312
H -3.781 1.236 -1.029
H -2.380 2.527 -1.352
H -1.394 1.690 0.437
H -3.454 -0.374 0.489
H -2.174 0.050 1.862
H -1.606 -2.146 0.630
H -1.743 -1.172 -0.734
H 0.475 -1.439 1.136
H 0.348 0.146 -1.479
H 1.938 -1.985 -0.946
H 2.695 -0.554 -1.636
H 2.392 -1.126 1.173
H 3.548 1.070 1.428
H 3.592 1.039 -0.394
```

Record 8
DFT (wB97M-V/def2-TZVPD) results for a gas-phase ion, C6H14N5 (charge +1).

Summary:
**Energy above the lowest of the compared OMol25 structures with the same formula, charge and spin**: 83.6 kcal/mol
**Frontier orbital gap**: 0.3267 hartree
**Net charge**: +1

```
25
C6H14N5, DFT wB97M-V/def2-TZVPD
C 1.439 -1.505 -0.493
C -0.639 0.853 -1.232
C -0.590 -1.634 0.543
C -1.819 -1.001 -0.090
C 0.645 0.333 0.769
C 3.009 0.263 0.083
N 0.398 -2.172 -0.207
N -1.676 -0.176 -1.243
N 1.650 -0.239 -0.025
N -2.386 -0.048 0.944
N -0.318 1.217 0.146
H 2.215 -1.960 -1.089
H 0.264 0.534 -1.776
H -1.054 1.725 -1.748
H -0.802 -2.176 1.457
H -2.558 -1.784 -0.320
H 0.933 0.658 1.759
H 3.396 0.137 1.097
H 3.658 -0.270 -0.609
H 3.028 1.324 -0.167
H -1.710 -0.664 -2.124
H -3.298 0.306 0.651
H -1.605 0.742 0.839
H -0.032 2.193 0.207
H -2.439 -0.437 1.885
```

Record 9
DFT (wB97M-V/def2-TZVPD) results for a gas-phase ion, C6H14NO (charge -1).

Summary:
**Energy above the lowest of the compared OMol25 structures with the same formula, charge and spin**: 31.7 kcal/mol
**Frontier orbital gap**: 0.2192 hartree
**SMILES**: CN[C@@H](C[O-])C(C)C
**Net charge**: -1

```
22
C6H14NO, DFT wB97M-V/def2-TZVPD
C -1.985 1.657 -0.167
N -1.026 0.776 0.514
C -0.346 -0.127 -0.433
C 0.340 0.652 -1.693
O 0.029 0.075 -2.880
C 0.745 -0.972 0.199
C 0.215 -2.228 0.919
C 1.664 -0.163 1.127
H -1.743 2.722 -0.080
H -2.952 1.616 0.355
H -1.985 1.424 -1.228
H -0.351 1.303 1.047
H -1.111 -0.640 -1.023
H 1.461 0.667 -1.567
H -0.071 1.688 -1.765
H 1.303 -1.253 -0.707
H 0.024 -3.098 0.316
H -0.667 -1.914 1.489
H 0.893 -2.576 1.717
H 2.675 -0.537 1.210
H 1.114 0.117 2.030
H 1.774 0.812 0.620
```

Record 10
DFT (wB97M-V/def2-TZVPD) results for a molecular structure, C6H14NO.

Summary:
**Energy above the lowest of the compared OMol25 structures with the same formula, charge and spin**: 120.5 kcal/mol
**Frontier orbital gap**: 0.1996 hartree
**Net charge**: -1

```
22
C6H14NO, DFT wB97M-V/def2-TZVPD
C 1.110 -3.762 0.381
N 0.030 -3.402 -0.491
C -0.144 -2.065 -0.583
C -0.189 -1.083 0.427
C -0.225 0.387 0.149
C 0.976 1.181 0.708
C -1.414 3.892 -0.628
O -0.171 3.959 -0.116
H 1.484 -4.770 0.153
H 1.998 -3.102 0.366
H 0.898 -3.816 1.483
H -0.601 -1.808 -1.553
H -2.046 2.951 -0.545
H 0.922 -1.379 -0.326
H -0.666 -1.415 1.350
H -0.316 0.571 -0.933
H -1.086 0.979 0.481
H 0.944 2.216 0.317
H 1.899 0.740 0.275
H 0.949 1.323 1.792
H -2.053 4.708 -0.195
H -1.536 4.105 -1.718
```